# 1
{"formula": "C17H39Br2FN5O5Pt", "method": "the ωB97M-V functional and the def2-TZVPD basis", "elements": ["Pt", "F", "Br", "C", "C", "Br", "H", "H", "H", "H", "C", "O", "N", "C", "C", "H", "H", "H", "H", "H", "H", "H", "C", "O", "N", "C", "C", "H", "H", "H", "H", "H", "H", "H", "C", "O", "N", "C", "C", "H", "H", "H", "H", "H", "H", "H", "C", "O", "N", "C", "C", "H", "H", "H", "H", "H", "H", "H", "C", "O", "N", "C", "C", "H", "H", "H", "H", "H", "H", "H"], "xyz": [[0.020, -1.937, 1.089], [-0.248, -0.049, 0.242], [-2.912, 3.191, 0.047], [-1.033, 2.816, -0.033], [-0.410, 2.652, 1.368], [1.452, 3.232, 1.243], [-0.537, 3.599, -0.596], [-0.971, 1.860, -0.545], [-0.509, 1.620, 1.700], [-1.008, 3.213, 2.085], [2.722, -2.638, -0.831], [1.894, -2.390, 0.046], [2.486, -2.317, -2.123], [1.253, -1.748, -2.626], [3.553, -2.482, -3.090], [3.686, -3.125, -0.670], [0.736, -1.223, -1.819], [0.559, -2.547, -2.905], [1.419, -1.068, -3.454], [3.446, -3.344, -3.749], [3.681, -1.553, -3.652], [4.543, -2.557, -2.630], [-2.689, -0.944, 2.018], [-1.676, -1.623, 2.288], [-3.377, -0.366, 2.975], [-4.358, 0.639, 2.590], [-3.005, -0.456, 4.373], [-2.970, -0.727, 0.987], [-5.175, 0.844, 3.272], [-4.696, 0.477, 1.567], [-3.781, 1.566, 2.483], [-3.839, -0.760, 5.010], [-2.276, -1.253, 4.487], [-2.696, 0.526, 4.729], [-4.615, 0.611, -3.043], [-5.679, 0.575, -3.619], [-3.576, -0.212, -3.321], [-3.654, -1.205, -4.377], [-2.329, -0.392, -2.587], [-4.396, 1.364, -2.271], [-3.629, -2.189, -3.893], [-2.837, -1.146, -5.097], [-4.601, -1.155, -4.910], [-1.527, -0.124, -3.284], [-2.180, 0.312, -1.763], [-2.077, -1.384, -2.208], [2.545, 0.173, -1.139], [3.301, -0.707, -0.776], [2.446, 0.734, -2.363], [3.321, 0.408, -3.452], [1.653, 1.934, -2.540], [1.750, 0.531, -0.459], [3.976, 1.267, -3.643], [2.725, 0.246, -4.357], [3.941, -0.463, -3.252], [2.203, 2.877, -2.637], [1.114, 1.870, -3.488], [0.994, 2.027, -1.680], [2.053, -0.002, 3.022], [1.368, -0.921, 2.584], [2.259, 0.216, 4.336], [3.017, 1.364, 4.765], [1.783, -0.683, 5.376], [2.451, 0.786, 2.375], [2.427, 1.989, 5.446], [3.460, 1.957, 3.974], [3.809, 1.038, 5.452], [2.708, -1.117, 5.780], [1.228, -0.113, 6.116], [1.279, -1.592, 5.059]], "charge": 1, "e_above_lowest_kj_mol": 110.02, "homo_ev": [-11.27, -11.27], "multiplicity": 3, "s2": 2.00, "energy_ev": -181988.486}

***

# 2
{"formula": "C4Cl3F6N2O4S2Sn", "method": "the ωB97M-V functional and the def2-TZVPD basis", "elements": ["Sn", "F", "C", "F", "F", "S", "O", "O", "N", "S", "O", "O", "C", "F", "F", "F", "Cl", "C", "Cl", "Cl", "C", "N"], "xyz": [[-1.769, 0.398, -0.291], [-0.381, 2.839, -1.511], [0.460, 2.361, -2.419], [1.360, 3.327, -2.591], [-0.276, 2.144, -3.513], [1.157, 0.718, -1.867], [-0.096, -0.047, -1.662], [1.911, 0.336, -3.027], [1.991, 1.036, -0.530], [1.325, 1.600, 0.755], [-0.035, 1.073, 1.112], [1.521, 3.009, 0.964], [2.290, 0.611, 1.967], [3.620, 0.916, 1.979], [2.210, -0.732, 1.684], [1.755, 0.802, 3.172], [-4.675, -3.686, 0.384], [-3.005, -3.725, 1.096], [-3.198, -3.728, 2.872], [-2.103, -5.115, 0.440], [-2.309, -2.562, 0.626], [-1.753, -1.575, 0.359]], "charge": 1, "homo_ev": -14.82, "multiplicity": 1, "energy_ev": -96682.401}

***

# 3
{"formula": "C36H41As2NNaOSe2", "method": "the ωB97M-V functional and the def2-TZVPD basis", "elements": ["Na", "C", "Se", "C", "C", "Se", "C", "H", "H", "H", "H", "H", "H", "H", "H", "H", "H", "C", "C", "As", "C", "C", "C", "C", "C", "C", "C", "C", "C", "C", "C", "C", "As", "C", "C", "C", "C", "C", "C", "C", "C", "C", "C", "C", "C", "H", "H", "H", "H", "H", "H", "H", "H", "H", "H", "H", "H", "H", "H", "H", "H", "H", "H", "H", "H", "H", "H", "H", "H", "O", "C", "C", "C", "C", "C", "C", "N", "H", "H", "H", "H", "H", "H", "H"], "xyz": [[-3.974, 4.230, 0.358], [-2.226, 2.742, -1.445], [-3.380, 1.532, -2.560], [-4.909, 2.620, -2.922], [-6.060, 2.077, -2.058], [-6.723, 3.611, -0.812], [-6.786, 2.605, 0.847], [-1.219, 2.395, -1.738], [-2.236, 2.544, -0.343], [-2.424, 3.748, -1.694], [-5.103, 2.573, -4.037], [-4.668, 3.625, -2.556], [-5.843, 1.245, -1.407], [-6.920, 1.867, -2.634], [-7.713, 2.950, 1.288], [-5.943, 2.956, 1.482], [-6.741, 1.530, 0.783], [3.050, -1.897, -1.278], [2.587, -2.048, 0.138], [0.715, -2.690, 0.518], [0.898, -4.498, -0.190], [2.037, -5.346, -0.024], [2.048, -6.579, -0.639], [1.055, -6.947, -1.540], [-0.093, -6.126, -1.607], [-0.205, -4.945, -0.888], [0.785, -3.026, 2.423], [0.902, -4.278, 3.005], [1.003, -4.379, 4.413], [0.923, -3.280, 5.247], [0.662, -2.019, 4.634], [0.625, -1.905, 3.222], [1.950, -0.580, -2.278], [2.797, 0.973, -1.484], [4.092, 1.541, -1.726], [4.565, 2.625, -1.018], [3.798, 3.222, -0.073], [2.525, 2.702, 0.174], [2.095, 1.531, -0.446], [3.050, -0.478, -3.947], [3.030, 0.719, -4.721], [4.085, 0.935, -5.641], [5.070, -0.051, -5.868], [4.977, -1.310, -5.290], [3.923, -1.524, -4.333], [2.848, -2.857, -1.864], [4.148, -1.653, -1.349], [2.458, -1.040, 0.573], [3.376, -2.486, 0.821], [2.854, -4.969, 0.574], [3.013, -7.071, -0.461], [1.085, -7.875, -2.121], [-1.020, -6.604, -1.953], [-1.112, -4.386, -0.863], [0.947, -5.191, 2.432], [1.411, -5.335, 4.751], [0.850, -3.343, 6.300], [0.345, -1.167, 5.222], [0.277, -0.938, 2.817], [4.728, 1.289, -2.551], [5.562, 2.964, -1.244], [4.117, 4.040, 0.533], [1.758, 3.071, 0.797], [1.213, 1.085, 0.040], [2.375, 1.503, -4.451], [4.181, 1.884, -6.264], [5.919, 0.233, -6.437], [5.659, -2.177, -5.561], [3.875, -2.533, -3.866], [-4.218, 5.412, 2.234], [-3.287, 5.084, 3.300], [-2.872, 3.646, 3.338], [-1.912, 3.305, 4.360], [-1.639, 1.984, 4.618], [-2.090, 1.029, 3.639], [-2.931, 1.432, 2.651], [-3.289, 2.793, 2.407], [-4.767, 6.166, 2.515], [-3.727, 5.275, 4.325], [-2.357, 5.706, 3.242], [-1.545, 4.132, 5.033], [-1.001, 1.689, 5.451], [-1.962, -0.065, 3.799], [-3.354, 0.778, 1.877]], "charge": 1, "e_above_lowest_kj_mol": 0.00, "homo_ev": -9.79, "multiplicity": 1, "energy_ev": -298312.171}

***

# 4
{"formula": "CH3FOS", "method": "the ωB97M-V functional and the def2-TZVPD basis", "elements": ["C", "S", "H", "H", "O", "F", "H"], "xyz": [[1.319, 0.382, 0.544], [1.447, -0.259, -0.921], [2.187, 0.951, 1.090], [0.554, 0.243, 1.165], [-1.675, -0.519, -0.213], [-2.846, -0.202, -0.851], [-0.986, -0.597, -0.813]], "smiles": "C=S.OF", "e_above_lowest_kj_mol": 463.62, "homo_ev": -9.60, "multiplicity": 1, "energy_ev": -16680.682}